ORCA calculation (the ωB97M-V functional and the def2-TZVPD basis) on C10H10N2O in the gas phase.

The value obtained for the energy relative to the best compared isomer or geometry (same formula, charge and spin) is 378.5 kJ/mol. The LUMO energy is -0.261 eV. The calculated total energy comes out at -15556.244 eV. The gap between HOMO and LUMO is 7.90 eV. The SMILES is O=C[C@H]1C=CC=C(n2ccnc2)C1.

Geometry as ORCA input:
```
! wB97M-V def2-TZVPD RIJCOSX def2/J DEFGRID3
* xyz 0 1
C -0.98 3.00 -1.68
C -0.06 2.20 -1.01
C -1.85 1.03 -1.67
C 1.01 -2.48 1.07
C 0.05 -2.54 0.08
C 1.28 -1.03 1.51
C -0.59 -1.44 -0.58
C 0.24 -0.24 2.44
C 1.26 0.06 0.32
C -0.19 -0.12 -0.40
N -2.11 2.30 -1.97
N -0.67 0.97 -1.07
O 0.53 0.43 3.34
H -0.86 3.97 -2.00
H 0.98 2.31 -0.80
H -2.42 0.18 -1.96
H 1.19 -3.31 1.64
H -0.16 -3.46 -0.49
H 2.34 -1.03 1.96
H -1.49 -1.73 -1.29
H -0.92 -0.32 2.02
H 1.31 1.04 0.87
H 2.13 0.21 -0.34
*
```

=====

ORCA calculation (the ωB97M-V functional and the def2-TZVPD basis) on C10H10N2O in the gas phase.

The value obtained for the energy relative to the best compared isomer or geometry (same formula, charge and spin) is 408.3 kJ/mol. The LUMO energy is 0.484 eV. The calculated total energy comes out at -15555.936 eV. The gap between HOMO and LUMO is 8.73 eV. The SMILES is Cn1cc(-c2ccccc2)[nH]c1=O.

Geometry as ORCA input:
```
! wB97M-V def2-TZVPD RIJCOSX def2/J DEFGRID3
* xyz 0 1
C -3.92 1.05 0.15
C -1.19 0.92 0.06
C -0.47 -0.20 -0.19
C -2.61 -0.81 -0.13
C 1.17 -0.22 -0.26
C 1.80 1.01 -0.34
C 3.19 0.97 -0.22
C 3.97 -0.12 -0.04
C 3.30 -1.27 0.28
C 1.89 -1.39 0.17
H -3.90 1.86 0.95
H -4.57 -0.04 0.44
H -4.24 1.76 -0.77
H -0.59 1.86 0.69
H -1.23 -2.15 -1.13
H 1.24 1.91 -0.31
H 3.68 1.89 -0.27
H 4.98 -0.05 -0.03
H 3.66 -2.13 0.87
H 1.45 -2.41 0.58
N -2.59 0.45 0.13
N -1.44 -1.22 -0.60
O -3.55 -1.67 -0.02
*
```

=====

ORCA calculation (the ωB97M-V functional and the def2-TZVPD basis) on 2 unconnected molecules or ions with the total composition C10H10N2O2.

The value obtained for the energy relative to the best compared isomer or geometry (same formula, charge and spin) is 271.0 kJ/mol. The LUMO energy is 0.196 eV. The calculated total energy comes out at -17605.733 eV. The gap between HOMO and LUMO is 8.99 eV. The SMILES is O=c1cc[nH]c(=O)[nH]1.c1ccccc1.

Geometry as ORCA input:
```
! wB97M-V def2-TZVPD RIJCOSX def2/J DEFGRID3
* xyz 0 1
C -3.72 2.61 -0.61
C -2.69 2.81 -1.54
C -1.37 2.68 -1.22
C -1.00 2.17 0.11
C -2.05 1.80 0.96
C -3.44 1.98 0.63
C 1.37 -2.63 1.00
C 2.51 -3.08 0.28
C 3.11 -2.32 -0.60
C 1.48 -0.46 -0.13
H -4.75 2.87 -0.77
H -3.02 3.25 -2.49
H -0.60 2.99 -1.82
H 0.01 1.99 0.34
H -1.66 1.34 1.89
H -4.25 1.89 1.38
H 0.40 -0.84 1.46
H 2.99 -4.05 0.46
H 3.92 -2.86 -1.21
H 3.10 -0.26 -1.51
N 1.03 -1.33 0.89
N 2.55 -1.07 -1.00
O 0.61 -3.59 1.50
O 1.10 0.73 -0.28
*
```

=====

ORCA calculation (the ωB97M-V functional and the def2-TZVPD basis) on C10H10N2O2 in the gas phase.

The value obtained for the energy relative to the best compared isomer or geometry (same formula, charge and spin) is 488.6 kJ/mol. The LUMO energy is 0.079 eV. The calculated total energy comes out at -17603.478 eV. The gap between HOMO and LUMO is 8.47 eV. The SMILES is N[C@@]1([N+](=O)[O-])CC=Cc2ccccc21.

Geometry as ORCA input:
```
! wB97M-V def2-TZVPD RIJCOSX def2/J DEFGRID3
* xyz 0 1
C -0.31 -0.87 -3.05
C 0.97 -1.27 -2.42
C -1.20 -0.18 -2.25
C 1.23 -0.97 -1.05
C -0.88 0.21 -0.98
C 0.34 -0.14 -0.28
C -1.83 1.00 -0.17
C -1.42 1.62 0.97
C -0.06 1.50 1.65
C 0.66 0.18 1.14
N 2.00 0.22 1.49
N -0.10 -1.07 1.96
O 0.63 -1.71 2.69
O -1.33 -1.21 1.86
H -0.42 -0.94 -4.18
H 1.61 -1.99 -2.94
H -2.09 0.17 -2.70
H 2.09 -1.41 -0.52
H -2.83 1.03 -0.56
H -1.99 2.27 1.64
H 0.61 2.31 1.42
H -0.36 1.50 2.73
H 2.02 0.13 2.52
H 2.69 -0.38 1.02
*
```

=====

ORCA calculation (the ωB97M-V functional and the def2-TZVPD basis) on a molecular structure, C10H10N2P2.

The value obtained for the energy relative to the best compared isomer or geometry (same formula, charge and spin) is 61.1 kJ/mol. The LUMO energy is 0.672 eV. The calculated total energy comes out at -32086.453 eV. The gap between HOMO and LUMO is 8.59 eV.

Geometry as ORCA input:
```
! wB97M-V def2-TZVPD RIJCOSX def2/J DEFGRID3
* xyz 0 1
C -0.84 2.63 -2.71
C -0.40 -1.68 2.92
C -1.96 3.10 -2.00
C 0.03 -2.96 2.69
C 0.06 1.75 -2.21
C 0.00 -0.64 2.09
C -2.04 2.67 -0.70
C 0.97 -3.23 1.73
C -0.17 1.48 -0.85
C 0.92 -0.98 1.18
N -1.10 1.95 -0.09
N 1.42 -2.22 0.95
P 1.87 -1.37 -1.56
P 1.65 0.22 0.01
H -0.88 2.79 -3.81
H -1.06 -1.48 3.73
H -2.80 3.81 -2.22
H -0.32 -3.84 3.21
H 0.93 1.42 -2.78
H -0.33 0.25 2.27
H -2.89 2.84 -0.07
H 1.51 -4.17 1.59
H 2.48 -0.65 -2.48
H 2.95 -1.66 -0.90
*
```

=====

ORCA calculation (the ωB97M-V functional and the def2-TZVPD basis) on 2 unconnected molecules or ions with the total composition C10H10N2S.

The value obtained for the energy relative to the best compared isomer or geometry (same formula, charge and spin) is 499.8 kJ/mol. The LUMO energy (spin up / spin down) is -0.988 / -0.061 eV. The calculated total energy comes out at -24342.989 eV. The gap between HOMO and LUMO (spin up / spin down) is 7.04 / 8.30 eV.

Geometry as ORCA input:
```
! wB97M-V def2-TZVPD RIJCOSX def2/J DEFGRID3
* xyz 0 1
C -1.35 -2.44 -0.32
C -2.51 -1.72 -0.14
C -0.13 -1.80 -0.29
C -2.46 -0.34 0.07
C -0.07 -0.43 -0.08
C -1.25 0.32 0.11
C 1.28 1.64 -0.16
C 1.11 0.36 -0.07
C -1.14 1.80 0.38
C 0.02 2.47 -0.36
N 3.15 -1.84 0.49
N 3.28 -0.64 0.32
S 4.37 0.49 0.26
H -1.39 -3.51 -0.48
H -3.47 -2.21 -0.17
H 0.80 -2.34 -0.42
H -3.38 0.21 0.20
H 2.25 2.12 -0.13
H -2.08 2.30 0.13
H -0.98 1.93 1.46
H 0.17 3.48 0.01
H -0.20 2.53 -1.44
H 4.01 -2.38 0.66
*
```

=====

ORCA calculation (the ωB97M-V functional and the def2-TZVPD basis) on a molecular structure, C10H10N3.

The value obtained for the energy relative to the best compared isomer or geometry (same formula, charge and spin) is 254.0 kJ/mol. The LUMO energy is -5.393 eV. The calculated total energy comes out at -14991.226 eV. The gap between HOMO and LUMO is 8.17 eV.

Geometry as ORCA input:
```
! wB97M-V def2-TZVPD RIJCOSX def2/J DEFGRID3
* xyz 1 1
C -1.50 -1.27 -0.97
C -0.02 3.34 0.43
C -1.11 2.91 -0.32
C 1.02 2.46 0.71
C -1.21 1.53 -0.67
C 0.84 1.11 0.46
C -0.21 0.60 -0.32
C 0.82 -1.52 -1.26
C 0.84 -3.04 0.52
C 0.00 -1.93 1.10
N -2.51 -1.63 -1.30
N 1.24 -2.59 -0.85
N -0.32 -0.84 -0.53
H 0.19 4.34 0.59
H -1.94 3.61 -0.38
H 1.91 2.94 1.08
H -2.02 1.31 -1.32
H 1.57 0.39 0.84
H 1.14 -1.23 -2.30
H 1.81 -3.22 1.13
H 0.15 -3.95 0.44
H -1.08 -2.16 1.13
H 0.40 -1.15 1.78
*
```

=====

ORCA calculation (the ωB97M-V functional and the def2-TZVPD basis) on 2 unconnected molecules or ions with the total composition C10H10NO.

The value obtained for the energy relative to the best compared isomer or geometry (same formula, charge and spin) is 487.7 kJ/mol. The LUMO energy is -5.894 eV. The calculated total energy comes out at -14056.331 eV. The gap between HOMO and LUMO is 4.05 eV.

Geometry as ORCA input:
```
! wB97M-V def2-TZVPD RIJCOSX def2/J DEFGRID3
* xyz 1 1
C 4.16 -0.28 0.11
C 3.78 0.95 0.47
C 3.25 -1.16 -0.52
C 2.48 1.49 0.24
C 1.94 -0.83 -0.50
C 1.50 0.49 -0.10
C -3.26 -0.67 1.58
C -3.61 0.79 -0.66
C 0.22 0.87 -0.36
C -3.41 -0.01 0.42
N -4.22 -0.52 -0.78
O -0.88 1.14 -0.61
H 5.23 -0.51 0.19
H 4.59 1.64 0.83
H 3.48 -2.10 -1.02
H 2.19 2.48 0.45
H 1.02 -1.46 -0.75
H -2.74 -0.15 2.37
H -3.87 -1.51 1.83
H -2.69 1.01 -1.15
H -5.26 -0.39 -0.70
H -3.90 -1.28 -1.35
*
```

=====

ORCA calculation (the ωB97M-V functional and the def2-TZVPD basis) on 2 unconnected molecules or ions with the total composition C10H10NO3.

The value obtained for the energy relative to the best compared isomer or geometry (same formula, charge and spin) is 395.9 kJ/mol. The LUMO energy is 3.514 eV. The calculated total energy comes out at -18161.599 eV. The gap between HOMO and LUMO is 7.70 eV.

Geometry as ORCA input:
```
! wB97M-V def2-TZVPD RIJCOSX def2/J DEFGRID3
* xyz -1 1
C -2.46 0.99 1.33
C -2.04 5.14 0.37
C -1.60 1.81 1.14
C -1.29 4.11 0.70
C 1.02 -0.43 2.02
C 1.31 -3.08 -0.68
C 1.26 -1.76 -1.46
C 1.02 -2.70 0.81
C 1.32 -0.74 -0.54
C -0.77 2.92 0.75
N 1.16 -1.18 0.82
O 1.38 0.77 1.85
O 0.66 -1.02 3.01
O 0.58 2.62 0.55
H -2.94 0.11 1.42
H -2.41 5.86 1.08
H 0.82 -3.97 -1.05
H 2.36 -3.53 -0.57
H 1.17 -1.78 -2.63
H -2.56 5.08 -0.60
H 0.03 -2.88 1.22
H 1.71 -3.16 1.48
H 1.52 0.35 -0.61
H 0.95 1.73 0.94
*
```

=====

ORCA calculation (the ωB97M-V functional and the def2-TZVPD basis) on a gas-phase ion, C10H10NO3S (charge -1).

The value obtained for the energy relative to the best compared isomer or geometry (same formula, charge and spin) is 60.3 kJ/mol. The LUMO energy is 3.144 eV. The calculated total energy comes out at -29000.388 eV. The gap between HOMO and LUMO is 7.29 eV. The SMILES is O=C([O-])[C@]1(O)SCCN1c1ccccc1.

Geometry as ORCA input:
```
! wB97M-V def2-TZVPD RIJCOSX def2/J DEFGRID3
* xyz -1 1
C 2.61 1.95 1.20
C 2.01 0.94 1.91
C 2.17 2.16 -0.11
C 0.97 0.13 1.41
C 1.17 1.36 -0.61
C 0.60 0.34 0.10
C -2.44 0.45 0.06
C -0.34 -1.84 0.13
C -1.10 -2.80 -0.89
C -1.69 -0.27 -1.24
N -0.15 -0.59 -0.54
O -2.53 1.67 -0.20
O -2.82 -0.24 1.00
O -1.54 0.64 -2.23
S -2.16 -1.80 -1.97
H 3.20 2.83 1.60
H 2.39 0.92 2.96
H 2.72 2.86 -0.76
H 0.68 -0.72 1.98
H 0.91 1.61 -1.67
H -0.96 -1.76 1.08
H 0.53 -2.32 0.65
H -0.48 -3.37 -1.50
H -1.74 -3.60 -0.48
H -2.04 1.45 -1.86
*
```